1.
The following is a quantum chemistry calculation of 2 unconnected molecules or ions with the total composition C5H11N4, from OMol25.

Output
charge: +1
HOMO energy: -0.5079 Eh
frontier orbital gap: 9.9 eV
relative energy (zero: lowest compared OMol25 entry of this formula, charge and spin): 0.0000 eV

Last column: natural (NBO) charge in e.
Positions of all 20 atoms, in Å:
C1 -0.2912 -2.3350 2.5056  -0.278
C2 1.0801 -2.2850 2.1092  0.045
C3 -0.9058 -1.3764 1.7718  -0.014
C4 -1.3800 0.8015 -0.1836  -0.691
C5 -0.0601 0.1621 0.0409  0.599
N1 1.2782 -1.3785 1.2008  -0.267
N2 0.0693 -0.7971 0.9759  -0.230
N3 0.6295 2.2105 -2.8473  -1.073
N4 0.9413 0.5076 -0.7088  -0.684
H1 -0.7324 -2.9901 3.2272  0.259
H2 1.8897 -2.8873 2.4702  0.239
H3 -1.9309 -1.0702 1.7314  0.241
H4 -1.2430 1.7850 -0.6257  0.257
H5 -1.9602 0.1981 -0.8888  0.271
H6 -1.9589 0.9004 0.7309  0.257
H7 0.0826 3.0494 -2.6898  0.390
H8 1.5727 2.5118 -3.0723  0.393
H9 0.2622 1.7552 -3.6745  0.394
H10 1.8269 0.0369 -0.5468  0.439
H11 0.8298 1.2012 -1.5263  0.453

=====

2.
The following is a quantum chemistry calculation of a molecular structure, C32H22AsCl2F5RhS in a non-equilibrium geometry, from OMol25.

Output
charge: -1
HOMO energy: -0.1195 Eh
frontier orbital gap: 5.8 eV
relative energy (zero: lowest compared OMol25 entry of this formula, charge and spin): 0.8667 eV

Last column: natural (NBO) charge in e.
Positions of all 64 atoms, in Å:
Rh1 -0.0128 -0.0644 -0.4804  0.066
F1 -1.8292 -1.5631 6.1656  -0.306
C1 -1.7301 -1.6485 4.8295  0.221
C2 -0.9177 -0.7819 4.1243  0.309
F2 -0.2107 0.1488 4.7814  -0.312
C3 -0.8380 -0.8838 2.7493  0.273
F3 0.0029 -0.0172 2.1386  -0.322
C4 -1.5557 -1.8070 1.9912  -0.244
S1 -1.4977 -1.8838 0.2469  -0.299
C5 -2.3450 -2.6767 2.7512  0.298
F4 -3.0652 -3.6284 2.1407  -0.305
C6 -2.4380 -2.6073 4.1268  0.263
F5 -3.2222 -3.4654 4.7972  -0.305
C7 0.6412 5.9881 -1.3813  -0.226
C8 1.0523 5.2362 -0.2883  -0.211
C9 0.4229 4.0379 0.0085  -0.226
C10 -0.6424 3.5779 -0.7635  -0.227
C11 -1.0276 4.3235 -1.8726  -0.274
C12 -0.3908 5.5216 -2.1791  -0.204
As1 -1.4215 1.8324 -0.2753  0.995
C13 -2.2623 2.2828 1.4469  -0.232
C14 -1.4231 2.4943 2.5403  -0.245
C15 -1.9463 2.7196 3.8043  -0.203
C16 -3.3211 2.7120 3.9992  -0.226
C17 -4.1619 2.4536 2.9284  -0.203
C18 -3.6352 2.2309 1.6610  -0.254
C19 -2.9717 1.8047 -1.4483  -0.376
C20 -3.1721 0.6830 -2.2407  -0.184
C21 -4.2509 0.6313 -3.1170  -0.203
C22 -5.1367 1.6930 -3.1942  -0.211
C23 -4.9509 2.8134 -2.3905  -0.251
C24 -3.8714 2.8677 -1.5229  -0.164
H1 1.1360 6.9220 -1.6183  0.204
H2 1.8785 5.5731 0.3257  0.208
H3 0.7902 3.4423 0.8351  0.214
H4 -1.8231 3.9741 -2.5183  0.219
H5 -0.7043 6.0862 -3.0492  0.203
H6 -0.3488 2.4575 2.4170  0.218
H7 -1.2768 2.8778 4.6404  0.212
H8 -3.7319 2.8870 4.9859  0.206
H9 -5.2344 2.4141 3.0757  0.204
H10 -4.3076 2.0053 0.8439  0.221
H11 -2.4773 -0.1444 -2.1712  0.250
H12 -4.3895 -0.2431 -3.7405  0.212
H13 -5.9745 1.6525 -3.8800  0.205
H14 -5.6450 3.6433 -2.4427  0.205
H15 -3.7231 3.7456 -0.9042  0.211
Cl1 5.0679 1.8446 0.6914  -0.076
C25 4.4661 0.1624 0.6196  -0.404
Cl2 2.7635 0.0521 0.1380  0.007
H16 4.5921 -0.2647 1.6079  0.208
H17 5.0607 -0.3619 -0.1186  0.209
C26 0.2954 -0.2791 -2.0940  -0.130
C27 -0.0088 0.1031 -3.4786  -0.236
C28 0.1565 -0.8199 -4.5087  -0.184
C29 -0.0791 -0.4624 -5.8283  -0.223
C30 -0.4791 0.8272 -6.1474  -0.238
C31 -0.6467 1.7543 -5.1263  -0.223
C32 -0.4176 1.3936 -3.8095  -0.130
H18 0.4700 -1.8257 -4.2549  0.215
H19 0.0525 -1.1984 -6.6130  0.200
H20 -0.6528 1.1087 -7.1785  0.200
H21 -0.9604 2.7661 -5.3568  0.200
H22 -0.5397 2.1170 -3.0149  0.197

=====

3.
The following is a quantum chemistry calculation of 4 unconnected molecules or ions with the total composition C34H48Cl2N7O7P2 in a non-equilibrium geometry, from OMol25.

Output
charge: +1
HOMO energy: -0.4173 Eh
frontier orbital gap: 7.2 eV

Last column: Mulliken charge in e.
Positions of all 100 atoms, in Å:
C1 3.2787 -1.0137 2.8361  -0.954
C2 1.9755 -1.7267 2.0767  0.157
N1 2.4155 -1.9721 0.6464  -0.210
C3 1.3531 -1.5980 -0.3633  -0.217
C4 1.2153 -0.1577 -1.1342  0.221
C5 2.0757 1.2354 -1.0507  -0.504
Cl1 3.6842 1.1306 -2.0100  -0.125
C6 2.4751 1.7178 0.4644  0.114
C7 1.2062 1.9897 1.4662  -0.832
Cl2 3.3260 3.3933 0.2561  -0.198
N2 0.0217 -0.2929 -2.0826  0.284
P1 -0.5843 0.9579 -3.2339  0.313
N3 -1.7187 1.9313 -2.6076  -0.640
C8 -0.5643 -1.6961 -1.8979  -0.310
P2 -2.0396 -2.5307 -2.7778  0.476
C9 -1.2373 -3.6220 -4.1662  -1.013
C10 -3.2614 -1.2759 -3.5391  -1.166
N4 0.2127 -2.5123 -0.8444  0.205
C11 -0.1322 -3.9352 -0.4135  -0.769
C12 -1.2134 -3.7811 0.8456  -0.345
C13 -2.7567 -4.2427 0.4096  -0.328
C14 -3.9276 -3.2784 1.0428  -0.449
C15 -5.0225 -2.7206 -0.0459  -0.120
O1 -6.0419 -3.7354 -0.4484  -0.364
C16 -7.4004 -3.1390 -0.3150  -0.542
H1 3.8426 -1.7806 3.5407  0.302
H2 3.0090 -0.0066 3.3678  0.196
H3 4.0672 -0.7359 1.9879  0.290
H4 0.9880 -1.1048 2.1766  -0.012
H5 1.8398 -2.7739 2.6138  0.327
H6 2.7217 -2.9821 0.5138  0.387
H7 1.4623 2.1119 -1.5477  0.408
H8 3.2961 1.0060 0.9010  0.099
H9 0.6466 1.0208 1.8306  0.146
H10 1.6458 2.4914 2.4563  0.299
H11 0.3960 2.7287 1.0561  0.339
H12 0.5925 1.6751 -3.6946  -0.021
H13 -1.0537 0.2016 -4.4031  0.088
H14 -1.8359 1.6093 -1.6134  0.307
H15 -1.3907 -3.1231 -5.2145  0.349
H16 -0.0822 -3.7823 -4.0044  0.301
H17 -1.7507 -4.6955 -4.0891  0.323
H18 -4.3358 -1.7498 -3.5394  0.346
H19 -2.9281 -1.1294 -4.6755  0.424
H20 -3.2532 -0.2336 -2.9588  0.358
H21 0.8547 -4.5178 -0.0813  0.281
H22 -0.6050 -4.5894 -1.2729  0.377
H23 -0.7861 -4.4459 1.7381  0.365
H24 -1.2121 -2.6630 1.2588  0.129
H25 -2.9029 -5.3111 0.9166  0.372
H26 -2.8438 -4.4197 -0.7439  0.249
H27 -3.3686 -2.3227 1.4757  0.197
H28 -4.5246 -3.8084 1.9207  0.121
H29 -4.5355 -2.1870 -0.9753  -0.152
H30 -5.6449 -1.8712 0.5153  0.351
H31 -7.6796 -2.8708 0.7920  0.213
H32 -7.5441 -2.1964 -1.0006  0.256
H33 -8.1692 -3.9523 -0.6726  0.239
C17 5.1217 6.3663 2.1281  -0.376
C18 5.0473 5.0473 2.5786  0.428
C19 5.9332 4.5906 3.5563  -0.565
C20 6.8912 5.4686 4.0817  0.020
C21 6.9733 6.7911 3.6257  -0.410
C22 6.0836 7.2356 2.6456  -0.395
N5 7.8088 5.0018 5.1279  0.961
O2 7.7171 3.8197 5.4911  -0.583
O3 8.6194 5.8171 5.5909  -0.573
H34 4.4251 6.7194 1.3697  0.378
H35 4.2958 4.3754 2.1694  -0.066
H36 5.8622 3.5599 3.8968  0.440
H37 7.7151 7.4818 4.0212  0.433
H38 6.1373 8.2612 2.2873  0.370
C23 -8.4802 -3.4019 6.3893  -0.374
C24 -8.8143 -2.3167 5.5775  -0.471
C25 -7.8574 -1.7566 4.7290  -0.298
C26 -6.5642 -2.2965 4.6980  0.120
C27 -6.2239 -3.3809 5.5176  -0.222
C28 -7.1886 -3.9308 6.3641  -0.542
N6 -5.5609 -1.7284 3.7897  1.029
O4 -5.8952 -0.7575 3.0945  -0.592
O5 -4.4389 -2.2544 3.7668  -0.613
H39 -9.2314 -3.8388 7.0450  0.375
H40 -9.8226 -1.9091 5.6038  0.372
H41 -8.1335 -0.9113 4.1025  0.432
H42 -5.2226 -3.8066 5.5072  0.414
H43 -6.9351 -4.7747 7.0019  0.367
C29 2.8307 2.9636 -6.2277  -0.374
C30 3.2131 3.7441 -7.3198  -0.504
C31 4.5638 3.8737 -7.6487  -0.381
C32 5.5273 3.2106 -6.8762  0.002
C33 5.1468 2.4327 -5.7746  -0.402
C34 3.7931 2.3128 -5.4538  0.164
N7 6.9470 3.3223 -7.2321  0.962
O6 7.2448 4.0351 -8.2021  -0.571
O7 7.7656 2.6945 -6.5453  -0.576
H44 1.7759 2.8610 -5.9786  0.306
H45 2.4573 4.2494 -7.9173  0.373
H46 4.8455 4.4856 -8.5029  0.438
H47 5.8844 1.9166 -5.1636  0.444
H48 3.4874 1.7088 -4.6024  0.124

=====

no.,E_LUMO (hartree)
1,-0.1450
2,0.0947
3,-0.1517